A 9-piece molecular cluster, C81H171N9O9 overall. Source: OMol25; level of theory: wB97M-V/def2-TZVPD.

Summary:
- E_HOMO (eV) = -8.400
- SMILES = CC1(C)CCCC(C)(C)N1O.CC1(C)CCCC(C)(C)N1O.CC1(C)CCCC(C)(C)N1O.CC1(C)CCCC(C)(C)N1O.CC1(C)CCCC(C)(C)N1O.CC1(C)CCCC(C)(C)N1O.CC1(C)CCCC(C)(C)N1O.CC1(C)CCCC(C)(C)N1O.CC1(C)CCCC(C)(C)N1O

Last column: Mulliken charge in e.
Geometry (Å):
C  18.621  24.991  23.299  -1.9258
C  19.208  24.402  21.998  1.3708
C  19.524  25.593  21.001  -1.6442
C  20.538  23.688  22.250  -1.2278
C  20.258  22.333  22.916  -0.7357
C  19.282  21.515  22.109  0.5573
C  17.977  22.146  21.744  2.0345
C  17.215  21.435  20.601  -0.3287
C  17.007  22.230  22.895  -2.0496
N  18.382  23.486  21.209  0.8574
O  17.223  24.300  20.661  -0.5610
H  18.523  24.314  24.114  0.3310
H  19.275  25.815  23.634  0.4386
H  17.562  25.266  23.152  0.3477
H  20.465  26.045  21.418  0.5060
H  19.646  25.288  19.973  0.1912
H  18.731  26.395  21.013  0.3021
H  21.023  23.514  21.304  0.1715
H  21.226  24.305  22.888  0.4623
H  21.164  21.732  23.005  0.5030
H  19.885  22.498  23.950  0.5086
H  19.158  20.551  22.603  -0.3851
H  19.750  21.245  21.130  -0.9085
H  16.147  21.628  20.640  0.3868
H  17.442  20.401  20.759  -0.3799
H  17.723  21.755  19.672  -0.3860
H  17.444  22.686  23.757  0.3861
H  16.467  21.302  22.967  0.3015
H  16.228  23.015  22.677  0.4133
H  17.672  24.628  19.918  0.3406
C  22.415  20.234  20.530  -0.7437
C  22.897  19.119  19.610  2.7399
C  24.209  18.454  20.194  -1.8858
C  21.834  17.985  19.506  -0.1384
C  22.191  17.049  18.342  -0.9139
C  22.238  17.962  17.071  -0.8044
C  23.343  18.967  17.121  1.6559
C  24.695  18.272  16.996  -1.8474
C  23.286  19.956  15.871  -1.5208
N  23.059  19.763  18.305  1.0496
O  24.244  20.683  18.386  -0.6772
H  23.289  20.818  20.829  0.6302
H  21.601  20.890  20.074  -0.5386
H  21.966  19.712  21.356  -0.2705
H  24.404  17.487  19.762  0.3873
H  25.117  19.126  20.091  0.3612
H  24.110  18.212  21.269  0.2915
H  21.695  17.414  20.457  0.2117
H  20.832  18.405  19.204  -0.9492
H  23.092  16.407  18.519  0.5334
H  21.470  16.263  18.115  0.1344
H  21.276  18.428  16.895  -0.5061
H  22.411  17.315  16.133  0.5665
H  24.846  17.893  16.009  0.5120
H  24.897  17.508  17.739  0.2396
H  25.450  19.086  17.120  0.3805
H  22.404  20.605  15.748  -0.0040
H  23.410  19.368  14.896  0.4148
H  24.120  20.629  15.856  0.4829
H  23.822  21.515  18.443  0.3208
C  15.564  16.436  10.072  -1.6686
C  15.359  17.581  11.140  1.9550
C  16.718  18.231  11.236  -1.8839
C  14.309  18.517  10.576  -1.3688
C  13.974  19.589  11.635  -0.3355
C  13.461  18.887  12.880  -1.3473
C  14.520  17.921  13.499  2.1155
C  15.687  18.566  14.224  -1.1826
C  13.777  17.142  14.564  -2.3735
N  14.745  16.927  12.368  -0.3552
O  15.717  16.025  12.875  -0.4692
H  15.897  15.516  10.550  0.3213
H  14.593  16.255  9.559  0.3934
H  16.279  16.662  9.316  0.3604
H  17.151  18.298  10.258  0.5656
H  16.710  19.283  11.594  0.1879
H  17.296  17.619  11.897  0.4162
H  14.653  18.971  9.603  0.3235
H  13.373  18.017  10.337  0.4701
H  14.839  20.273  11.901  0.1240
H  13.216  20.275  11.239  0.4160
H  12.594  18.217  12.656  0.4141
H  13.187  19.674  13.570  0.3820
H  16.260  17.687  14.540  0.5118
H  15.417  19.260  15.007  0.7028
H  16.300  19.109  13.490  -0.3527
H  13.721  17.619  15.483  0.3859
H  14.335  16.226  14.821  0.2620
H  12.805  16.900  14.330  0.5738
H  15.295  15.226  12.544  0.4340
C  19.836  21.429  13.386  -1.5497
C  19.281  21.636  14.809  1.4932
C  17.993  22.459  14.781  -1.6436
C  19.137  20.222  15.455  -0.8075
C  18.852  20.284  16.934  0.3626
C  19.993  21.116  17.623  1.5426
C  20.300  22.482  17.034  1.6607
C  19.273  23.529  17.532  -0.5430
C  21.694  22.944  17.487  -1.5027
N  20.360  22.356  15.545  0.6454
O  20.574  23.657  14.996  -0.6103
H  19.721  22.225  12.706  0.4705
H  20.892  21.170  13.592  0.3220
H  19.278  20.626  12.812  0.0495
H  17.919  23.428  14.313  0.3485
H  17.283  21.882  14.152  0.2329
H  17.613  22.637  15.753  0.1364
H  18.331  19.757  14.903  0.0696
H  20.111  19.741  15.308  0.0258
H  17.864  20.796  17.111  0.4670
H  18.822  19.244  17.293  -0.4912
H  20.848  20.537  17.716  -0.2893
H  19.654  21.291  18.689  -1.4028
H  18.220  23.471  17.211  0.0464
H  19.634  24.582  17.392  0.4770
H  19.223  23.493  18.644  -0.3157
H  22.426  22.585  16.776  0.3609
H  21.944  22.483  18.416  -0.2782
H  21.736  24.023  17.535  0.4252
H  21.466  23.537  14.573  0.3634
C  20.475  13.967  24.860  -1.8713
C  20.660  15.460  25.219  1.7293
C  21.317  15.488  26.637  -2.0330
C  21.671  16.133  24.199  -1.1970
C  21.752  17.691  24.419  -1.4106
C  20.308  18.262  24.320  0.1533
C  19.311  17.592  25.239  1.7328
C  19.357  18.008  26.741  -1.7281
C  17.891  17.992  24.738  -2.0584
N  19.396  16.131  25.054  1.2833
O  18.368  15.547  25.835  -0.6422
H  20.042  13.416  25.720  0.3433
H  19.800  13.716  24.037  0.2900
H  21.453  13.529  24.587  0.5170
H  21.707  16.480  26.958  0.2819
H  20.616  15.165  27.327  0.4675
H  22.108  14.801  26.775  0.4852
H  22.629  15.607  24.370  0.4765
H  21.396  15.839  23.175  0.1007
H  22.191  17.912  25.424  0.3583
H  22.326  18.177  23.719  0.8295
H  20.007  18.159  23.283  -0.8424
H  20.351  19.330  24.517  0.5544
H  19.075  19.065  26.875  0.4507
H  20.293  17.901  27.303  0.2534
H  18.555  17.545  27.292  0.3676
H  17.200  17.637  25.408  0.4504
H  17.636  17.756  23.707  0.0170
H  17.838  19.080  24.730  0.5225
H  18.013  14.865  25.197  0.2373
C  17.454  9.566  23.105  -1.5492
C  17.828  10.659  22.030  1.1114
C  18.740  11.723  22.652  -1.4675
C  18.520  10.023  20.774  -0.9173
C  17.478  9.233  19.941  -1.0792
C  16.352  10.232  19.480  -0.8003
C  15.636  10.794  20.679  2.3317
C  14.724  11.871  20.221  -1.3783
C  14.764  9.755  21.408  -1.7552
N  16.644  11.431  21.587  0.7351
O  15.966  11.874  22.774  0.6298
H  16.786  10.008  23.835  0.0787
H  17.064  8.648  22.720  0.4420
H  18.429  9.237  23.535  0.4741
H  18.207  12.078  23.541  0.0919
H  19.678  11.292  22.971  0.8729
H  19.060  12.541  21.978  0.1016
H  18.911  10.771  20.089  0.1398
H  19.303  9.367  21.193  0.5279
H  18.016  8.736  19.127  0.4832
H  17.093  8.459  20.540  0.3723
H  15.664  9.579  18.916  0.4812
H  16.685  11.035  18.726  -0.0816
H  15.263  12.649  19.619  -0.0843
H  14.131  12.315  20.995  -0.8505
H  14.038  11.514  19.502  0.9455
H  14.051  9.443  20.666  0.5845
H  14.246  10.244  22.223  0.0196
H  15.295  8.860  21.727  0.3540
H  15.508  12.755  22.616  -0.5912
C  14.742  15.685  25.435  -2.3238
C  14.052  14.396  25.761  1.8334
C  15.137  13.433  26.214  -1.4289
C  12.971  14.581  26.828  -1.2469
C  12.212  13.373  27.142  -0.6133
C  11.514  12.964  25.775  -1.5419
C  12.473  12.723  24.556  1.8874
C  13.289  11.422  24.728  -1.4034
C  11.703  12.603  23.306  -1.8912
N  13.250  14.031  24.461  -0.2842
O  14.100  13.920  23.370  2.9385
H  14.050  16.348  25.080  0.6852
H  15.130  16.134  26.378  0.6643
H  15.556  15.537  24.739  -0.1318
H  15.802  13.156  25.335  -0.3345
H  15.731  14.019  26.881  0.7488
H  14.746  12.496  26.556  0.2786
H  13.478  14.860  27.767  0.3271
H  12.189  15.270  26.575  0.3468
H  12.772  12.489  27.462  0.3069
H  11.448  13.553  27.904  0.4770
H  10.909  13.808  25.441  0.4220
H  10.805  12.106  25.877  0.3550
H  14.140  11.309  24.051  -0.2244
H  12.619  10.590  24.449  0.5173
H  13.584  11.137  25.727  0.3581
H  10.974  11.716  23.272  0.4067
H  12.357  12.435  22.486  0.1834
H  11.214  13.569  23.143  0.3527
H  13.936  14.712  22.899  -1.3717
C  12.487  19.814  19.657  -1.7775
C  13.833  19.011  19.692  1.7946
C  14.668  19.597  18.516  -2.2603
C  14.540  19.149  21.055  -0.3925
C  13.754  18.542  22.147  -1.4198
C  13.759  16.982  21.949  -0.4725
C  13.220  16.655  20.574  1.2194
C  13.663  15.304  20.171  -0.7525
C  11.719  16.689  20.655  -1.8187
N  13.793  17.553  19.533  1.3456
O  13.168  17.148  18.306  -0.7634
H  11.617  19.292  20.130  0.2974
H  12.587  20.787  20.136  0.3166
H  12.108  20.010  18.705  0.4994
H  14.120  19.593  17.604  0.4953
H  15.026  20.533  18.886  0.8268
H  15.466  18.953  18.284  0.0415
H  15.520  18.698  20.967  -0.7809
H  14.617  20.172  21.088  0.8638
H  14.179  18.877  23.085  0.4023
H  12.699  18.873  21.983  0.4222
H  13.161  16.492  22.728  0.4923
H  14.802  16.683  22.076  -0.7689
H  14.714  15.205  20.306  -0.1628
H  13.293  15.006  19.201  1.0792
H  13.247  14.560  20.926  -0.1342
H  11.302  17.658  20.933  0.3923
H  11.523  15.964  21.441  0.3397
H  11.228  16.460  19.746  0.3859
H  13.981  16.938  17.832  0.3074
C  19.781  15.136  20.589  -0.5509
C  18.276  15.393  20.687  2.7842
C  17.909  14.836  22.127  0.5819
C  17.971  16.918  20.713  0.7247
C  17.947  17.503  19.300  0.8980
C  17.001  16.724  18.337  -0.1286
C  17.376  15.229  18.268  0.9372
C  16.181  14.518  17.536  -1.2657
C  18.689  14.969  17.432  -1.0710
N  17.455  14.741  19.619  1.7482
O  17.958  13.391  19.460  -0.4277
H  20.148  15.373  19.600  -0.3033
H  20.358  15.835  21.199  -0.8753
H  19.993  14.109  20.756  0.4407
H  17.714  13.770  21.954  -0.7882
H  18.719  15.083  22.847  -0.6774
H  16.998  15.361  22.489  -1.0135
H  17.045  16.987  21.271  -0.8904
H  18.717  17.357  21.408  -0.4646
H  17.680  18.524  19.267  0.1028
H  18.955  17.550  18.851  -0.7732
H  16.963  17.199  17.320  0.0903
H  15.965  16.892  18.737  -0.5593
H  15.279  14.810  18.042  0.3268
H  16.272  13.461  17.692  0.2135
H  16.111  14.587  16.452  0.1611
H  19.473  15.587  17.768  -0.0892
H  18.533  15.275  16.352  0.4339
H  18.920  13.867  17.488  0.1166
H  17.371  12.946  20.046  -0.3681